The following is a DFT calculation (ωB97M-V/def2-TZVPD) of a cluster of 6 separate species, C31H70BINO19S5 in total.

The geometry in XYZ format:
```
128
Properties=species:S:1:pos:R:3:forces:R:3
C -2.309 0.899 -4.973 -0.6 0.4 0.4
C -1.795 0.017 -4.352 0.4 -0.3 -0.1
C -1.058 -1.077 -3.721 -0.2 0.5 -0.1
C 0.387 -0.654 -3.377 -0.3 -0.2 0.0
O 1.247 -1.773 -3.492 0.0 0.0 0.1
C 1.882 -2.277 -2.311 -0.4 0.2 0.3
B 0.884 -3.255 -1.535 0.2 -0.2 0.4
O -0.381 -2.848 -1.112 0.2 0.2 -0.7
O 1.347 -4.498 -1.316 -0.1 0.1 0.2
C 0.612 -5.422 -0.501 0.3 -0.5 -0.3
C 2.519 -1.115 -1.585 0.5 0.2 -0.3
C 3.681 -1.404 -0.622 0.1 -0.3 0.3
C 3.880 -2.833 -0.090 -0.1 0.0 0.1
C 3.098 -3.254 1.151 0.3 -0.2 0.2
C 3.448 -2.462 2.424 -0.2 -0.2 -0.2
N 1.481 -0.148 -1.042 0.1 -0.3 -0.3
I 0.772 -0.519 0.888 -0.1 0.1 0.1
C 0.373 0.157 -2.051 -0.2 0.6 -0.2
C 0.455 1.649 -2.363 0.4 0.0 0.1
C 0.002 2.543 -1.221 0.3 0.1 -0.3
O 0.271 3.858 -1.605 -0.3 0.0 -0.1
C -0.338 4.862 -0.771 0.5 0.2 -0.1
C 0.729 5.603 0.034 -0.1 -0.4 -0.2
H -2.919 1.698 -5.322 0.2 0.0 -0.3
H -1.010 -1.902 -4.429 0.1 -0.2 0.1
H -1.618 -1.363 -2.833 0.1 -0.3 0.1
H 0.677 0.035 -4.169 0.3 0.0 -0.1
H 2.711 -2.882 -2.669 0.1 -0.1 -0.1
H -1.058 -3.268 -1.656 -0.2 -0.1 0.3
H 0.408 -5.030 0.490 -0.2 0.2 0.0
H -0.293 -5.735 -1.015 -0.2 0.1 0.1
H 1.233 -6.304 -0.390 0.1 -0.1 0.0
H 2.949 -0.508 -2.388 -0.1 0.1 -0.1
H 3.668 -0.719 0.228 -0.1 0.2 0.0
H 4.592 -1.148 -1.159 0.0 0.1 -0.2
H 3.715 -3.567 -0.875 0.0 0.0 -0.2
H 4.935 -2.916 0.168 0.1 0.0 0.0
H 2.024 -3.270 0.978 -0.1 0.1 -0.1
H 3.364 -4.295 1.336 -0.1 -0.1 -0.1
H 2.546 -2.099 2.910 0.0 0.2 0.1
H 3.943 -3.100 3.149 0.1 0.0 0.1
H 4.106 -1.621 2.214 0.0 0.2 0.0
H 1.995 0.727 -0.946 -0.1 0.1 0.2
H -0.566 -0.011 -1.533 0.0 -0.4 0.1
H 1.496 1.903 -2.599 0.1 0.0 -0.1
H -0.109 1.867 -3.266 -0.2 0.0 0.0
H 0.566 2.299 -0.308 -0.2 0.0 0.2
H -1.068 2.394 -1.047 -0.1 -0.1 0.2
H -0.824 5.558 -1.444 -0.3 0.0 0.0
H -1.079 4.406 -0.117 -0.1 -0.1 0.0
H 1.602 4.958 0.120 0.1 0.0 0.1
H 1.030 6.502 -0.492 0.1 0.2 0.1
H 0.382 5.836 1.036 0.0 0.2 0.1
O -1.444 -8.101 0.924 0.2 0.0 0.0
S -2.433 -7.273 1.544 -0.3 0.0 -0.2
O -2.010 -6.210 2.409 0.1 0.0 0.0
O -3.497 -8.183 2.268 0.0 0.2 0.0
C -3.027 -9.182 3.212 0.2 -0.4 0.3
C -2.566 -8.587 4.525 0.0 0.2 -0.1
C -3.498 -6.595 0.320 -0.1 -0.1 0.0
H -2.245 -9.775 2.738 0.0 0.1 -0.1
H -3.887 -9.829 3.366 -0.1 0.1 -0.1
H -1.676 -7.973 4.397 0.0 0.0 0.0
H -2.326 -9.389 5.222 0.0 0.0 0.0
H -3.346 -7.962 4.959 0.0 0.0 0.0
H -3.828 -7.390 -0.343 0.0 0.0 0.0
H -2.914 -5.857 -0.227 0.0 0.0 0.0
H -4.340 -6.117 0.814 0.0 0.0 0.0
O 2.341 -4.756 4.560 0.2 0.1 -0.1
S 1.274 -4.864 5.512 -0.2 -0.2 0.1
O 1.131 -3.863 6.522 0.1 0.1 0.0
O 1.329 -6.299 6.181 -0.1 0.0 0.0
C 2.575 -6.717 6.792 0.4 -0.1 0.2
C 2.845 -6.032 8.115 -0.1 0.2 0.0
C -0.252 -5.062 4.666 0.0 -0.1 0.0
H 3.388 -6.562 6.082 -0.1 0.1 -0.1
H 2.460 -7.789 6.934 -0.1 0.0 -0.1
H 3.007 -4.963 7.988 0.0 0.0 0.0
H 3.737 -6.461 8.571 0.0 -0.1 0.0
H 2.003 -6.162 8.793 0.0 0.0 0.0
H -0.148 -5.835 3.914 0.0 0.0 0.0
H -0.479 -4.107 4.197 0.0 0.0 0.0
H -1.026 -5.315 5.386 0.0 0.0 0.0
O -2.714 7.146 -1.047 0.1 -0.1 0.0
S -3.416 8.292 -0.544 -0.2 0.1 0.0
O -2.756 9.166 0.373 0.2 0.0 0.0
O -4.795 7.811 0.070 0.0 0.1 0.0
C -4.765 6.774 1.079 0.0 -0.3 0.3
C -4.271 7.267 2.423 0.1 0.1 -0.1
C -4.069 9.232 -1.876 0.0 0.0 -0.1
H -4.167 5.939 0.711 0.0 0.1 -0.1
H -5.796 6.437 1.152 0.0 0.1 -0.1
H -3.226 7.569 2.382 0.0 0.0 0.0
H -4.368 6.472 3.163 -0.1 0.0 0.0
H -4.852 8.128 2.752 0.0 0.0 0.0
H -4.585 8.566 -2.562 0.0 0.0 0.0
H -3.223 9.708 -2.367 0.0 0.0 0.0
H -4.742 9.983 -1.473 0.0 0.0 0.0
O 1.419 -0.361 -10.665 0.1 0.1 0.0
S 0.075 -0.058 -10.284 -0.2 -0.1 -0.1
O -0.186 1.054 -9.424 0.1 0.1 0.0
O -0.579 -1.368 -9.658 -0.1 0.0 0.0
C 0.134 -2.016 -8.586 0.3 -0.2 0.3
C 0.056 -1.246 -7.282 0.0 0.1 0.0
C -0.951 0.054 -11.707 0.0 0.0 0.0
H 1.168 -2.182 -8.891 0.0 0.1 -0.1
H -0.341 -2.989 -8.486 -0.1 0.0 -0.1
H 0.568 -0.287 -7.357 0.0 0.0 0.0
H 0.528 -1.823 -6.484 0.0 -0.1 0.0
H -0.981 -1.044 -7.015 0.0 0.0 0.0
H -0.767 -0.806 -12.344 0.0 0.0 0.0
H -0.675 0.975 -12.216 0.0 0.0 0.0
H -1.988 0.097 -11.387 0.0 0.0 0.0
O 2.641 6.413 3.920 -0.1 -0.1 -0.1
S 1.830 7.098 4.882 0.1 0.2 0.1
O 0.427 6.826 4.942 -0.1 -0.1 -0.1
O 2.062 8.657 4.727 0.0 0.0 0.1
C 1.865 9.244 3.417 -0.1 0.2 -0.4
C 0.404 9.365 3.033 0.0 -0.1 0.1
C 2.517 6.917 6.489 0.1 0.0 0.0
H 2.430 8.669 2.682 0.0 -0.1 0.1
H 2.323 10.228 3.490 0.0 0.0 0.1
H -0.061 8.389 2.911 0.0 0.0 0.0
H 0.317 9.904 2.089 0.0 0.0 0.0
H -0.150 9.905 3.800 0.0 0.0 0.0
H 3.579 7.143 6.448 0.0 0.0 0.0
H 2.356 5.882 6.783 0.0 0.0 0.0
H 1.996 7.587 7.168 0.0 0.0 0.0
```
Forces are in eV/Å.

Output
Total charge: +1
Calculated total energy in eV: -136618.90605
HOMO-LUMO gap in eV: 7.59
Molecular weight in g/mol: 1058.94
Energy relative to the best compared isomer or geometry (same formula, charge and spin) in eV: 0.000